Entry A
The following is a DFT calculation (wB97M-V/def2-TZVPD) of one molecule with the formula C3H9N3O2S.

Computed properties:
HOMO: -9.197 eV
Kohn-Sham gap: 0.351 Ha
SMILES: C=N[S@](=N)(=O)NCCO
LUMO level: 0.35 eV

```
! RIJCOSX wB97M-V def2-TZVPD def2/J DEFGRID3
* xyz 0 1
C -1.875 -1.904 -0.393
N -1.005 -1.029 -0.722
S -1.398 0.603 -0.182
N -2.800 0.350 0.944
O -1.372 1.456 -1.348
N -0.130 1.008 0.733
C 1.145 1.044 0.092
C 1.951 -0.203 0.042
O 3.212 0.010 -0.578
H -1.601 -2.934 -0.675
H -2.778 -1.593 0.113
H -3.398 1.077 0.623
H -0.154 0.172 1.327
H 1.696 1.846 0.382
H 0.946 1.292 -0.981
H 1.496 -0.882 -0.554
H 2.175 -0.466 1.067
H 3.889 0.153 0.109
*
```

=====

Entry B
The following is a DFT calculation (wB97M-V/def2-TZVPD) of one molecule with the formula C3H9N3O2S.

Computed properties:
HOMO: -8.126 eV
Kohn-Sham gap: 0.328 Ha
LUMO level: 0.79 eV

```
! RIJCOSX wB97M-V def2-TZVPD def2/J DEFGRID3
* xyz 0 1
C 2.467 -0.721 1.320
C -1.338 1.271 -1.300
C -2.138 0.021 -1.715
N 3.031 -1.507 2.310
N 1.322 -0.195 1.397
N 0.016 0.975 -0.870
O -0.651 1.310 1.522
O -2.140 -0.984 -0.729
S -0.152 0.220 0.716
H 3.122 -0.623 0.442
H 2.558 -1.502 3.197
H -1.319 1.973 -2.137
H -1.829 1.756 -0.451
H -1.672 -0.442 -2.591
H -3.163 0.311 -1.978
H 4.038 -1.532 2.339
H 0.472 0.343 -1.517
H -2.625 -0.676 0.044
*
```

=====

Each structure's energy above the most stable one, in hartree: entry A 0.0859; entry B 0.0000.

=====

Entry A
The following is a DFT calculation (wB97M-V/def2-TZVPD) of one molecule with the formula C3H4ClI.

Computed properties:
HOMO: -9.168 eV
Kohn-Sham gap: 0.355 Ha
SMILES: C/C(I)=C/Cl
LUMO level: 0.49 eV

```
! RIJCOSX wB97M-V def2-TZVPD def2/J DEFGRID3
* xyz 0 1
C 0.075 0.483 0.130
C -1.439 -0.298 0.088
I -3.232 0.829 -0.092
C -1.458 -1.591 0.195
Cl -2.843 -2.605 0.114
H 0.565 0.244 -0.732
H 0.438 0.435 1.185
H -0.231 1.514 -0.082
H -0.401 -1.943 0.146
*
```

=====

Entry B
The following is a DFT calculation (wB97M-V/def2-TZVPD) of a 2-piece molecular cluster, C3H4ClI overall.

Computed properties:
HOMO (alpha / beta): -8.681 / -8.681 eV
Kohn-Sham gap (alpha / beta): 0.279 / 0.279 Ha
LUMO level (alpha / beta): -1.08 / -1.08 eV

```
! RIJCOSX wB97M-V def2-TZVPD def2/J DEFGRID3
* xyz 0 1
C 0.083 -1.279 0.502
C -0.269 -0.211 -0.007
C 2.011 1.008 -0.655
Cl 2.129 2.620 0.130
I 3.266 -0.477 0.155
H -0.488 -1.990 1.080
H 1.138 -1.676 0.419
H -1.199 0.261 -0.157
H 2.454 1.116 -1.686
*
```

=====

Each structure's energy above the most stable one, in hartree: entry A 0.0000; entry B 0.1387.

=====

Entry A
The following is a DFT calculation (wB97M-V/def2-TZVPD) of a 2-piece molecular cluster, Cl2HNS overall.

Computed properties:
HOMO: -9.228 eV
Kohn-Sham gap: 0.277 Ha
SMILES: S=NCl.Cl
LUMO level: -1.68 eV

```
! RIJCOSX wB97M-V def2-TZVPD def2/J DEFGRID3
* xyz 0 1
S -1.415 -1.927 0.903
N -1.593 -0.445 1.190
Cl -1.406 0.742 -0.029
Cl 2.531 0.654 -0.474
H 1.883 0.976 -1.590
*
```

=====

Entry B
The following is a DFT calculation (wB97M-V/def2-TZVPD) of Cl2HNS as an isolated structure.

Computed properties:
HOMO: -9.558 eV
Kohn-Sham gap: 0.335 Ha
LUMO level: -0.44 eV

```
! RIJCOSX wB97M-V def2-TZVPD def2/J DEFGRID3
* xyz 0 1
N -0.136 0.326 -0.107
S 0.946 -0.818 0.478
Cl -0.656 1.402 1.176
Cl -1.665 -0.174 -0.820
H 1.511 -0.735 -0.727
*
```

=====

Each structure's energy above the most stable one, in hartree: entry A 0.0000; entry B 0.0194.

=====

Entry A
The following is a DFT calculation (wB97M-V/def2-TZVPD) of one molecule with the formula C4H8N2O2S.

Computed properties:
HOMO: -8.519 eV
Kohn-Sham gap: 0.313 Ha
SMILES: CN(C)C(=O)C(=S)NO
LUMO level: 0.00 eV

```
! RIJCOSX wB97M-V def2-TZVPD def2/J DEFGRID3
* xyz 0 1
C 0.977 -1.742 0.800
N 0.772 -0.456 0.238
C 1.924 0.091 -0.300
C -0.454 0.108 0.470
O -1.374 -0.355 1.162
C -0.958 1.411 -0.516
S 0.035 2.672 -0.952
N -2.255 1.323 -0.839
O -3.136 0.259 -0.614
H -0.083 -2.189 1.056
H 1.510 -2.319 0.037
H 1.522 -1.610 1.731
H 2.363 -0.443 -1.108
H 1.895 1.096 -0.736
H 2.769 0.189 0.386
H -2.816 2.163 -0.967
H -2.689 -0.198 0.154
*
```

=====

Entry B
The following is a DFT calculation (wB97M-V/def2-TZVPD) of a 2-piece molecular cluster, C4H8N2O2S overall.

Computed properties:
HOMO: -7.803 eV
Kohn-Sham gap: 0.295 Ha
LUMO level: 0.23 eV

```
! RIJCOSX wB97M-V def2-TZVPD def2/J DEFGRID3
* xyz 0 1
C -0.908 0.774 0.003
C -3.045 -1.476 -0.012
C -0.808 -0.600 0.076
C 3.457 0.153 -0.011
N 2.808 1.354 0.099
N -1.743 -1.571 0.025
O -2.168 1.345 -0.137
O 0.032 1.532 -0.067
S 2.602 -1.234 -0.139
H -3.587 -2.315 -0.178
H -3.526 -0.522 0.134
H 0.182 -0.989 -0.064
H 4.504 0.311 0.253
H 1.835 1.371 -0.119
H 3.464 2.110 0.400
H -1.889 2.213 -0.305
H -1.209 -2.458 0.044
*
```

=====

Entry C
The following is a DFT calculation (wB97M-V/def2-TZVPD) of one molecule with the formula C4H8N2O2S.

Computed properties:
HOMO: -9.374 eV
Kohn-Sham gap: 0.344 Ha
SMILES: CC1(C)CS(=O)(=O)N=N1
LUMO level: -0.01 eV

```
! RIJCOSX wB97M-V def2-TZVPD def2/J DEFGRID3
* xyz 0 1
C -0.195 1.169 -0.739
C 0.446 -0.145 -0.236
C -0.668 -1.242 -0.020
C 1.318 0.074 0.988
S 3.297 -0.142 0.047
O 4.121 -1.033 0.827
O 3.806 1.204 -0.143
N 2.442 -0.641 -1.481
N 1.281 -0.646 -1.356
H 0.620 1.839 -0.766
H -1.023 1.546 -0.086
H -0.784 0.891 -1.704
H -1.317 -1.030 -0.845
H -1.014 -1.019 0.900
H -0.094 -2.149 -0.036
H 1.342 1.103 1.280
H 1.325 -0.844 1.687
*
```

=====

Each structure's energy above the most stable one, in hartree: entry A 0.0269; entry B 0.0000; entry C 0.0622.

=====

Entry A
The following is a DFT calculation (wB97M-V/def2-TZVPD) of one molecule with the formula C6H7NS.

Computed properties:
HOMO: -8.656 eV
Kohn-Sham gap: 0.300 Ha
SMILES: C=C1CNC(=S)C1=C
LUMO level: -0.49 eV

```
! RIJCOSX wB97M-V def2-TZVPD def2/J DEFGRID3
* xyz 0 1
C -2.064 0.423 0.030
C -0.769 -0.031 0.051
C -0.295 -1.450 0.138
N 1.174 -1.417 -0.322
C 1.663 -0.145 0.027
S 3.287 0.182 0.049
C 0.425 0.718 0.139
C 0.478 2.038 -0.132
H -2.970 -0.386 -0.077
H -2.217 1.509 -0.111
H -0.348 -2.136 1.085
H -1.267 -2.011 -0.481
H 1.690 -2.169 -0.306
H 1.614 2.241 0.252
H -0.401 2.635 -0.343
*
```

=====

Entry B
The following is a DFT calculation (wB97M-V/def2-TZVPD) of one molecule with the formula C6H7NS.

Computed properties:
HOMO (alpha / beta): -9.209 / -8.619 eV
Kohn-Sham gap (alpha / beta): 0.341 / 0.301 Ha
LUMO level (alpha / beta): 0.07 / -0.44 eV

```
! RIJCOSX wB97M-V def2-TZVPD def2/J DEFGRID3
* xyz 0 1
C 3.022 0.098 0.286
C 1.134 1.116 0.109
C 0.610 -0.075 -0.221
C -1.297 1.141 -0.483
C -0.853 -0.280 -0.497
C -1.662 -0.986 0.589
N 2.469 1.296 0.409
S 1.970 -1.224 -0.243
H 4.089 -0.075 0.322
H -2.039 1.634 0.083
H -1.026 1.698 -1.360
H -0.884 -0.913 -1.515
H -2.730 -0.828 0.255
H -1.450 -0.535 1.512
H -1.353 -2.067 0.754
*
```

=====

Each structure's energy above the most stable one, in hartree: entry A 0.0000; entry B 0.0416.

=====

Entry A
The following is a DFT calculation (wB97M-V/def2-TZVPD) of one molecule with the formula C6H7NS.

Computed properties:
HOMO: -8.984 eV
Kohn-Sham gap: 0.362 Ha
SMILES: C#C[C@@H]1NC[C@@H]2S[C@H]12
LUMO level: 0.88 eV

```
! RIJCOSX wB97M-V def2-TZVPD def2/J DEFGRID3
* xyz 0 1
C 2.935 -0.168 1.157
C 1.759 0.017 0.945
C 0.347 0.265 0.691
N -0.443 -0.970 0.682
C -1.633 -0.674 -0.141
C -1.196 0.416 -1.143
S 0.258 0.015 -2.136
C 0.040 0.992 -0.630
H 4.004 -0.333 1.325
H -0.002 0.884 1.554
H 0.105 -1.629 0.143
H -2.421 -0.273 0.482
H -2.043 -1.560 -0.575
H -1.984 1.000 -1.645
H 0.273 2.017 -0.708
*
```

=====

Entry B
The following is a DFT calculation (wB97M-V/def2-TZVPD) of one molecule with the formula C6H7NS.

Computed properties:
HOMO: -8.323 eV
Kohn-Sham gap: 0.298 Ha
SMILES: C#CCN/C=C\C=S
LUMO level: -0.22 eV

```
! RIJCOSX wB97M-V def2-TZVPD def2/J DEFGRID3
* xyz 0 1
C 3.086 -1.166 -0.934
C 2.357 -0.710 -0.092
C 1.467 -0.128 0.921
N 0.060 -0.141 0.552
C -0.534 0.972 0.006
C -1.847 1.019 -0.428
C -2.784 -0.082 -0.440
S -2.571 -1.627 0.127
H 3.699 -1.530 -1.739
H 1.601 -0.675 1.912
H 1.806 0.898 1.150
H -0.572 -0.952 0.690
H 0.132 1.872 -0.094
H -2.172 1.997 -0.750
H -3.729 0.252 -0.880
*
```

=====

Each structure's energy above the most stable one, in hartree: entry A 0.0000; entry B 0.0130.